(1)
C30H30BN12O9S2Y | ωB97M-V with the def2-TZVPD basis set

The geometry in ORCA input format:
```
! RIJCOSX wB97M-V def2-TZVPD def2/J DEFGRID3
* xyz -1 2
Y 12.11388 13.13544 9.38693
S 15.83172 13.63189 6.68866
S 16.35760 10.95014 11.91322
O 12.00665 10.63290 13.07010
O 12.60120 12.05529 7.44389
O 13.77477 10.52443 6.38522
O 14.52588 13.29326 9.52528
O 11.68120 12.14361 11.43128
O 13.32116 14.77815 10.53833
O 17.45365 11.13814 12.81474
O 15.65449 9.71882 11.94766
O 14.15308 6.92519 10.00364
N 9.54987 15.38046 9.93804
N 16.75221 14.88980 4.37769
N 11.60124 14.82724 7.78320
N 15.17647 12.05449 12.23144
N 9.95056 14.11133 10.00687
N 10.85226 15.95284 7.83374
N 8.98148 17.45462 8.48514
N 11.23171 14.59724 13.54183
N 12.50568 10.63673 9.58848
N 11.90782 18.23593 9.28216
N 8.21070 17.13224 7.45366
N 11.11702 17.36180 9.94807
C 7.28640 18.03264 7.39472
C 16.50764 10.88064 7.96387
C 12.50867 10.05353 10.75896
C 16.33769 14.32964 5.31512
C 13.45153 8.75144 8.58846
C 8.41055 15.52162 10.64022
C 8.09188 14.30870 11.18967
C 13.50760 8.14273 9.85568
C 12.07879 16.13700 6.00957
C 14.42256 14.17191 10.40144
C 12.35195 14.90543 6.67253
C 7.38787 18.96994 8.45290
C 12.20050 18.52741 11.49330
C 13.05287 8.81099 10.97887
C 9.06440 13.43318 10.73773
C 11.14333 16.71532 6.77497
C 12.99082 10.01751 8.51517
C 18.57626 11.81451 8.72500
C 15.59986 14.40656 11.30763
C 16.09015 10.84073 9.27938
C 15.55424 13.42993 12.52737
C 18.31831 11.12485 6.32316
C 12.59243 18.89193 10.18819
C 8.52423 18.56664 9.12864
C 13.10752 10.92058 7.30858
C 16.88376 11.27897 10.28480
C 11.99960 11.02536 11.89587
C 18.14448 11.80353 10.02914
C 17.81699 11.25141 7.71556
C 11.24790 17.54793 11.28774
B 10.12505 16.51639 9.08160
H 7.91958 16.49185 10.72348
H 10.65039 17.02394 11.99567
H 19.53199 12.20563 8.47636
H 9.07839 18.95502 9.94450
H 14.51715 11.68230 12.86708
H 9.19630 12.36495 10.85224
H 10.71774 17.69115 6.60542
H 12.05512 15.07590 13.19040
H 6.51435 17.98365 6.63305
H 15.86586 10.52432 7.11964
H 15.11970 10.44467 9.52549
H 19.37546 11.46141 6.17800
H 14.19936 6.49885 9.12688
H 14.69963 13.74036 13.17927
H 18.29137 10.07986 5.96476
H 6.71884 19.80580 8.61151
H 16.49593 13.41371 13.06480
H 12.56010 16.57018 5.15789
H 12.48069 18.97103 12.42517
H 13.32905 19.61070 9.82520
H 13.79861 8.29190 7.66081
H 15.55112 15.44428 11.62370
H 16.49111 14.24925 10.67288
H 17.67364 11.72182 5.65860
H 11.16336 13.80027 12.89980
H 11.34620 14.40760 14.53458
H 18.78583 12.17068 10.83841
H 12.91235 14.06660 6.37676
H 7.24664 14.03708 11.81435
H 13.21920 8.41620 11.94678
*
```

* orbital gap (spin up / spin down): 8.97 / 5.67 eV
* calculated total energy: -3355.443405 Ha
* energy relative to the best compared isomer or geometry (same formula, charge and spin): 55.6 kJ/mol
* expectation value of S²: 0.767

(2)
C30H30BeBr2CaF4LiN4O14S2 | ωB97M-V with the def2-TZVPD basis set

The geometry in ORCA input format:
```
! RIJCOSX wB97M-V def2-TZVPD def2/J DEFGRID3
* xyz -1 1
Br 7.81027 -6.57796 -3.29209
Br 11.30053 -5.67568 -4.08347
Ca -1.45932 -0.50157 -2.55214
S 3.16660 1.43486 5.97046
S 1.93084 0.96019 3.71265
F 3.73864 2.77070 6.61064
F -6.79622 3.87903 4.07969
F 1.11892 4.21164 -7.25938
F 3.14548 -0.04957 3.44084
O 2.29490 5.59224 4.54709
O 0.96001 0.40227 -5.30414
O 5.39493 -1.31456 -3.73916
O 6.15694 -1.69779 -1.70857
O 4.35910 0.65741 5.81955
O 0.92506 0.09964 4.26725
O 1.65921 1.43614 2.39007
O 7.60473 -1.49280 -3.44869
O 3.35773 3.74713 -7.43872
O 2.23953 1.01098 6.97336
O 2.84426 0.19839 -3.28642
O 2.24379 -3.28221 -3.40014
O 2.54058 -1.42752 -2.22220
O 5.43844 3.33922 -5.59472
N -1.49410 3.34543 3.17833
N -2.58793 -1.95879 1.93030
N 2.55348 2.05400 4.64475
N -2.65634 -1.36325 -0.97542
C -7.53318 2.21609 2.59126
C -2.93704 -0.74085 1.41671
C 1.76606 -2.42534 -2.70631
C -3.60448 1.59653 1.94666
C -3.25814 0.29982 2.34561
C 1.97339 1.10033 -5.28547
C 6.49484 -1.51398 -2.93589
C 9.65493 -5.26257 -5.04373
C -3.85121 2.60740 3.08872
C 4.37949 2.75214 -5.53467
C -1.76448 -3.74711 -1.38453
C -8.54919 2.47520 4.76145
C 4.14855 1.81779 -4.43113
C -2.25778 -2.82682 0.96254
C -9.32613 0.76386 3.25953
C 3.25536 2.93272 -6.55219
C -2.99977 -0.42403 0.02713
C -2.43499 2.72793 3.75688
C -3.69706 1.91040 0.55045
C -0.15108 -3.64750 -1.43736
C 2.14556 2.09296 -6.34632
C 8.52672 -4.95263 -4.09767
C -2.12481 2.06925 5.12355
C -8.38607 1.15992 2.31622
C -7.62386 2.86013 3.81260
C -9.41004 1.42147 4.48015
C -2.25645 -2.57170 -0.43825
C 3.03996 0.98947 -4.21943
C 0.27704 -2.43110 -2.32835
C -3.38380 0.89215 -0.38255
Be -10.31111 -0.55830 5.14911
Li 7.17203 -0.71563 -0.14607
H 2.34159 4.63931 4.41714
H 9.44840 -6.10779 -5.69436
H -1.92970 -3.82927 1.28869
H -8.31971 0.64406 1.36706
H 8.81812 -4.29661 -3.28300
H -2.02066 -4.69981 -0.87956
H -2.20919 -3.69132 -2.39698
H 1.30677 2.16055 -7.02964
H -4.23039 3.58125 2.73544
H 4.77229 -1.40017 -2.99471
H 9.89244 -4.38986 -5.64997
H 7.69030 -4.50761 -4.63339
H 0.06376 -1.46618 -1.78862
H -6.79924 2.54319 1.86546
H 0.12883 -3.40686 -0.38955
H -3.21622 0.05713 3.42113
H -1.67393 2.78073 5.83910
H -1.81288 3.71323 2.27183
H -1.41462 1.23222 4.93800
H 0.32222 -4.57691 -1.79509
H -0.36508 -2.44384 -3.28392
H -4.54837 2.09695 3.78595
H 4.96384 1.79020 -3.71779
H 2.46800 -1.37424 -1.25083
H -8.59375 2.99568 5.70964
H -3.06483 1.63293 5.53066
H -3.97543 2.92982 0.24754
H -9.99643 -0.06428 3.03826
H -3.45261 1.18434 -1.45069
H -10.15411 1.11567 5.22758
*
```

* orbital gap: 1.50 eV
* calculated total energy: -9476.823807 Ha
* energy relative to the best compared isomer or geometry (same formula, charge and spin): 0.0 kJ/mol